Entry 1:
C2H7N3O | ωB97M-V/def2-TZVPD

Summary:
**LUMO**: 1.0441 eV
**2S+1**: 1
**Total energy**: -8705.4430 eV
**SMILES string**: [H]/N=C/N.NC=O
**ΔE to the lowest compared entry with this formula, charge and spin**: 80.5 kJ/mol
**Kohn-Sham gap**: 10.30 eV

Atoms and positions in Å:
H: 1.272 1.393 -2.113
N: 0.854 0.802 -1.408
C: 1.335 -0.365 -1.459
N: 0.984 -1.412 -0.656
H: 2.163 -0.675 -2.111
H: 1.472 -2.268 -0.848
H: 0.345 -1.306 0.121
N: -1.491 1.164 0.897
C: -1.527 0.089 1.751
O: -0.604 -0.642 1.967
H: -0.626 1.194 0.359
H: -1.681 2.081 1.258
H: -2.496 -0.055 2.242

natural (NBO) population analysis, charges in e, atoms 1 to 4: 0.35 -0.77 0.30 -0.82



Entry 2:
C2H7N3O | ωB97M-V/def2-TZVPD

Summary:
**LUMO**: 0.4558 eV
**2S+1**: 1
**Total energy**: -8699.7782 eV
**SMILES string**: CN(O)/C=N\N
**ΔE to the lowest compared entry with this formula, charge and spin**: 627.0 kJ/mol
**Kohn-Sham gap**: 9.26 eV

Atoms and positions in Å:
C: -1.926 -0.540 -0.202
N: -0.600 -0.008 -0.298
O: -0.986 1.240 0.213
C: 0.475 -0.887 0.244
N: 1.767 -0.688 0.092
N: 1.842 0.614 -0.319
H: -1.811 -1.599 -0.421
H: -2.359 -0.615 0.858
H: -2.734 -0.020 -0.963
H: -1.346 1.113 1.146
H: 0.014 -1.793 0.800
H: 2.807 0.933 0.134
H: 0.952 1.190 0.164

natural (NBO) population analysis, charges in e, atoms 1 to 4: -0.42 -0.21 -0.57 0.10



Entry 3:
C2H7N3O2 | ωB97M-V/def2-TZVPD

Summary:
**LUMO (alpha / beta)**: -0.1691 / -0.1689 eV
**2S+1**: 1
**Total energy**: -10746.8181 eV
**SMILES string**: CN(C)N=O.N=O
**ΔE to the lowest compared entry with this formula, charge and spin**: 700.3 kJ/mol
**Kohn-Sham gap (alpha / beta)**: 9.01 / 9.01 eV

Atoms and positions in Å:
C: 0.465 -1.478 -0.488
N: 0.108 -0.360 0.403
C: 0.675 0.919 0.093
N: -0.939 -0.329 1.203
O: -1.851 -1.164 1.033
H: -0.453 -2.074 -0.730
H: 0.646 -1.046 -1.386
H: 1.203 -2.151 -0.086
H: -0.002 1.733 0.361
H: 1.644 1.016 0.456
H: 0.755 0.867 -0.996
N: -2.758 1.814 0.741
O: -3.008 1.024 -0.150
H: -3.107 1.531 1.715

natural (NBO) population analysis, charges in e, atoms 1 to 4: -0.46 -0.22 -0.41 0.21



Entry 4:
C2H7N3O2 | ωB97M-V/def2-TZVPD

Summary:
**LUMO**: 0.4898 eV
**2S+1**: 1
**Total energy**: -10752.5148 eV
**ΔE to the lowest compared entry with this formula, charge and spin**: 150.6 kJ/mol
**Kohn-Sham gap**: 10.01 eV

Atoms and positions in Å:
C: -0.119 0.160 1.802
C: -0.672 0.407 0.197
N: -1.545 -0.511 -0.402
N: -0.416 1.570 -0.392
N: 1.520 -0.742 -0.876
O: 0.776 0.973 2.004
O: -0.554 -0.829 2.260
H: -1.819 -1.339 0.144
H: -1.910 -0.601 -1.326
H: 0.236 2.186 0.065
H: -0.567 1.587 -1.402
H: 2.131 -1.311 -1.465
H: 2.140 -0.353 -0.182
H: 0.800 -1.197 -0.427

natural (NBO) population analysis, charges in e, atoms 1 to 4: 0.79 0.43 -0.80 -0.73



Entry 5:
C2H7N3O2 | ωB97M-V/def2-TZVPD

Summary:
**LUMO**: 0.9145 eV
**2S+1**: 1
**Total energy**: -10748.9214 eV
**SMILES string**: CO/C(=N/O)NN
**ΔE to the lowest compared entry with this formula, charge and spin**: 497.3 kJ/mol
**Kohn-Sham gap**: 9.26 eV

Atoms and positions in Å:
C: -1.920 -1.045 -0.131
O: -0.462 -1.040 0.012
C: 0.035 0.190 -0.101
N: -0.828 1.080 0.108
O: -0.124 2.254 -0.154
N: 1.419 0.308 -0.217
N: 2.204 -0.850 -0.006
H: -2.209 -2.165 0.021
H: -2.358 -0.449 0.750
H: -2.375 -0.746 -1.078
H: -0.783 2.803 0.439
H: 1.716 1.247 0.010
H: 3.020 -0.807 -0.619
H: 2.663 -0.780 0.966

natural (NBO) population analysis, charges in e, atoms 1 to 4: -0.27 -0.49 0.64 -0.32



Entry 6:
C2H7N3O2 | ωB97M-V/def2-TZVPD

Summary:
**LUMO**: -8.9211 eV
**2S+1**: 1
**Total energy**: -10729.3317 eV
**SMILES string**: [NH2+]=C1NOO[C@@H]1[NH3+]
**ΔE to the lowest compared entry with this formula, charge and spin**: 236.6 kJ/mol
**Kohn-Sham gap**: 10.95 eV
**Total charge**: +2

Atoms and positions in Å:
N: -1.004 -1.673 -0.459
C: -0.048 -0.953 -0.054
N: 1.062 -1.118 0.592
O: 2.015 -0.105 0.316
O: 1.470 0.731 -0.658
C: 0.117 0.635 -0.573
N: -0.346 1.642 0.502
H: -1.892 -1.275 -0.944
H: -1.090 -2.709 -0.421
H: 1.430 -1.982 0.903
H: -0.325 0.878 -1.493
H: -1.388 1.883 0.603
H: 0.048 2.555 0.253
H: -0.051 1.491 1.434

natural (NBO) population analysis, charges in e, atoms 1 to 4: -0.69 0.49 -0.26 0.00



Entry 7:
C2H7N3O2 | ωB97M-V/def2-TZVPD

Summary:
**LUMO (alpha / beta)**: -8.3397 / -9.0725 eV
**2S+1**: 3
**Total energy**: -10728.1738 eV
**ΔE to the lowest compared entry with this formula, charge and spin**: 10.6 kJ/mol
**Kohn-Sham gap (alpha / beta)**: 7.65 / 9.44 eV
**Total charge**: +2

Atoms and positions in Å:
C: -1.974 0.124 -1.905
C: 0.611 -0.055 1.620
N: 0.602 -0.361 -0.632
N: -2.170 -0.005 -3.095
N: 1.590 0.256 2.717
O: -1.617 0.202 -0.839
O: 1.158 -0.522 0.566
H: -0.311 0.543 1.621
H: 0.966 -0.954 -1.372
H: -1.782 0.687 -3.818
H: -2.812 -0.724 -3.448
H: 1.576 -0.532 3.386
H: 1.643 1.313 3.028
H: 2.519 0.030 2.172

natural (NBO) population analysis, charges in e, atoms 1 to 4: 1.01 0.30 -0.17 -0.79



Entry 8:
C2H7N3O4 | ωB97M-V/def2-TZVPD

Summary:
**LUMO**: 0.1576 eV
**2S+1**: 1
**Total energy**: -14841.4823 eV
**SMILES string**: [H]/N=N\[C@@H](C)O.O=[N+]([O-])O
**ΔE to the lowest compared entry with this formula, charge and spin**: 468.3 kJ/mol
**Kohn-Sham gap**: 9.78 eV

Atoms and positions in Å:
H: -2.426 -0.204 -0.316
N: -1.762 -0.510 0.328
N: -0.601 -0.238 0.084
C: -0.218 0.638 -1.072
C: 1.124 0.044 -1.475
O: -1.118 0.629 -2.070
H: 0.026 1.690 -0.552
H: 1.752 0.751 -1.954
H: 1.000 -0.800 -2.069
H: 1.572 -0.273 -0.453
H: -0.907 0.040 -2.741
O: 1.684 -0.577 3.224
N: 0.718 -0.222 2.601
O: 0.617 0.741 1.900
O: -0.429 -0.998 2.670
H: -1.032 -0.711 1.896

natural (NBO) population analysis, charges in e, atoms 1 to 4: 0.32 -0.35 -0.11 0.18



Entry 9:
C2H7N3OP | ωB97M-V/def2-TZVPD

Summary:
**LUMO**: -4.2474 eV
**2S+1**: 1
**Total energy**: -17983.9661 eV
**SMILES string**: CN1[NH+]=C1OPN
**ΔE to the lowest compared entry with this formula, charge and spin**: 282.2 kJ/mol
**Kohn-Sham gap**: 10.06 eV
**Total charge**: +1

Atoms and positions in Å:
C: 2.313 -0.135 -1.014
N: 1.121 0.560 -1.525
N: 0.743 1.868 -0.819
C: -0.024 0.705 -0.787
O: -1.008 0.115 -0.392
P: -2.255 0.258 1.153
N: -2.754 -1.292 1.163
H: 2.611 0.443 -0.170
H: 2.031 -1.149 -0.706
H: 3.110 -0.168 -1.815
H: 1.131 2.002 0.096
H: -0.996 0.061 1.936
H: -3.742 -1.495 0.992
H: -2.282 -1.773 1.887

natural (NBO) population analysis, charges in e, atoms 1 to 4: -0.44 -0.21 -0.42 0.84



Entry 10:
C2H7N3OS | ωB97M-V/def2-TZVPD

Summary:
**LUMO**: 0.0517 eV
**2S+1**: 1
**Total energy**: -19532.6610 eV
**ΔE to the lowest compared entry with this formula, charge and spin**: 692.7 kJ/mol
**Kohn-Sham gap**: 8.55 eV

Atoms and positions in Å:
C: -0.576 -0.021 0.325
C: 0.610 -0.847 0.869
H: 1.279 2.504 -0.901
H: 0.589 2.641 1.153
H: 0.270 -1.783 1.204
H: 1.037 -0.199 1.653
H: 1.886 0.708 -0.504
H: -2.105 -1.620 0.449
H: -2.292 0.858 -0.925
N: 0.870 1.746 0.161
N: -0.475 1.184 0.008
N: -1.781 -0.871 -0.106
O: -2.811 -0.071 -0.339
S: 1.957 -0.734 -0.439

natural (NBO) population analysis, charges in e, atoms 1 to 4: 0.42 -0.58 0.40 0.40



Entry 11:
C2H7N3OS | ωB97M-V/def2-TZVPD

Summary:
**LUMO**: 0.5478 eV
**2S+1**: 1
**Total energy**: -19535.3803 eV
**SMILES string**: CO/C(=N\S)NN
**ΔE to the lowest compared entry with this formula, charge and spin**: 430.4 kJ/mol
**Kohn-Sham gap**: 8.56 eV

Atoms and positions in Å:
C: -0.194 2.351 0.237
O: 0.344 1.195 -0.597
C: -0.304 -0.064 -0.104
N: 0.466 -1.147 0.121
S: 2.124 -0.766 0.034
N: -1.765 -0.050 0.083
N: -2.612 -1.222 0.010
H: 0.377 3.209 0.371
H: -0.302 2.030 1.380
H: -1.322 2.737 -0.196
H: 2.186 0.734 0.517
H: -2.168 0.830 -0.235
H: -2.594 -2.018 -0.884
H: -2.550 -1.614 0.991

natural (NBO) population analysis, charges in e, atoms 1 to 4: -0.28 -0.54 0.66 -0.66



Entry 12:
C2H7N3S | ωB97M-V/def2-TZVPD

Summary:
**LUMO**: 0.6283 eV
**2S+1**: 1
**Total energy**: -17492.5608 eV
**SMILES string**: CN(N)C(N)=S
**ΔE to the lowest compared entry with this formula, charge and spin**: 33.9 kJ/mol
**Kohn-Sham gap**: 8.54 eV

Atoms and positions in Å:
C: 0.733 1.004 -1.105
N: 0.162 0.190 -0.091
N: 0.732 0.238 1.196
C: -0.889 -0.671 -0.249
N: -1.260 -1.391 0.823
S: -1.679 -0.904 -1.757
H: 0.172 0.909 -2.051
H: 0.596 2.049 -0.758
H: 1.795 0.801 -1.277
H: 0.587 1.164 1.641
H: 1.730 0.001 1.218
H: -1.966 -2.105 0.712
H: -0.712 -1.286 1.699

natural (NBO) population analysis, charges in e, atoms 1 to 4: -0.42 -0.29 -0.68 0.33



Entry 13:
C2H7N3S | ωB97M-V/def2-TZVPD

Summary:
**LUMO**: 0.7476 eV
**2S+1**: 1
**Total energy**: -17492.2781 eV
**SMILES string**: CNNC(N)=S
**ΔE to the lowest compared entry with this formula, charge and spin**: 61.1 kJ/mol
**Kohn-Sham gap**: 9.18 eV

Atoms and positions in Å:
C: 2.550 -0.049 0.479
N: 1.496 -0.109 -0.571
N: 0.461 0.817 -0.398
C: -0.783 0.359 -0.008
N: -1.706 1.358 0.162
S: -1.158 -1.259 0.035
H: 3.352 -0.811 0.282
H: 2.209 -0.210 1.478
H: 3.069 0.904 0.445
H: 1.014 -1.029 -0.451
H: 0.564 1.770 -0.664
H: -2.610 0.984 0.491
H: -1.420 2.205 0.690

natural (NBO) population analysis, charges in e, atoms 1 to 4: -0.43 -0.46 -0.45 0.25



Entry 14:
C2H7N4 | ωB97M-V/def2-TZVPD

Summary:
**LUMO**: -4.2828 eV
**2S+1**: 1
**Total energy**: -8137.6222 eV
**SMILES string**: [NH3+][C@H]1CN=NN1
**ΔE to the lowest compared entry with this formula, charge and spin**: 446.2 kJ/mol
**Kohn-Sham gap**: 9.74 eV
**Total charge**: +1

Atoms and positions in Å:
N: -1.323 0.454 -0.634
C: -0.154 0.379 0.443
C: 0.333 -1.091 0.753
N: 1.587 -1.245 0.040
N: 1.969 -0.275 -0.549
N: 1.176 0.788 -0.524
H: -2.231 0.198 -0.086
H: -1.148 -0.305 -1.306
H: -1.566 1.471 -1.113
H: -0.257 1.037 1.256
H: 0.392 -1.239 1.781
H: -0.183 -1.972 0.404
H: 1.407 1.798 -0.465

natural (NBO) population analysis, charges in e, atoms 1 to 4: -0.74 0.05 -0.36 -0.14



Entry 15:
C2H7N4 | ωB97M-V/def2-TZVPD

Summary:
**LUMO (alpha / beta)**: -5.3008 / -5.3009 eV
**2S+1**: 1
**Total energy**: -8136.9275 eV
**SMILES string**: N[N+]1=NCCN1
**ΔE to the lowest compared entry with this formula, charge and spin**: 513.2 kJ/mol
**Kohn-Sham gap (alpha / beta)**: 9.01 / 9.01 eV
**Total charge**: +1

Atoms and positions in Å:
N: 1.925 0.579 -1.120
N: 0.842 0.220 -0.558
N: -0.293 0.219 -1.378
C: -1.416 0.005 -0.546
C: -0.810 -0.426 0.821
N: 0.644 0.123 0.748
H: 1.660 0.501 -2.153
H: 2.770 0.147 -0.714
H: -2.047 -0.706 -1.196
H: -2.045 0.842 -0.312
H: -1.252 -0.210 1.795
H: -0.743 -1.496 0.721
H: 1.421 -0.258 1.318

natural (NBO) population analysis, charges in e, atoms 1 to 4: -0.51 0.29 -0.17 -0.30



Entry 16:
C2H7N4 | ωB97M-V/def2-TZVPD

Summary:
**LUMO**: -4.4232 eV
**2S+1**: 1
**Total energy**: -8138.4828 eV
**ΔE to the lowest compared entry with this formula, charge and spin**: 363.2 kJ/mol
**Kohn-Sham gap**: 9.30 eV
**Total charge**: +1

Atoms and positions in Å:
C: -0.921 1.914 -1.477
C: 1.641 0.114 0.629
N: -2.012 1.475 -1.060
N: 0.298 1.983 -1.441
N: 0.877 -0.880 0.408
N: -0.417 -0.910 0.270
H: 2.693 -0.071 0.639
H: 1.320 1.059 0.893
H: -2.886 1.704 -1.521
H: 0.995 2.680 -1.605
H: 1.227 -1.791 0.340
H: -1.071 -0.085 0.098
H: -0.850 -1.816 0.485

natural (NBO) population analysis, charges in e, atoms 1 to 4: 0.70 -0.01 -0.79 -0.76



Entry 17:
C2H7N4S | ωB97M-V/def2-TZVPD

Summary:
**LUMO (alpha / beta)**: -5.9235 / -5.9226 eV
**2S+1**: 1
**Total energy**: -18971.1944 eV
**ΔE to the lowest compared entry with this formula, charge and spin**: 439.7 kJ/mol
**Kohn-Sham gap (alpha / beta)**: 6.39 / 6.39 eV
**Total charge**: +1

Atoms and positions in Å:
C: -1.307 -0.483 -0.163
C: 1.054 -1.759 1.195
N: 2.646 -1.754 2.998
N: 2.009 -1.794 1.997
N: -0.202 1.511 -0.771
N: -0.569 0.165 -1.137
S: -0.399 -0.857 1.577
H: -2.200 0.125 0.015
H: -1.733 -1.392 -0.446
H: 0.537 1.804 -1.309
H: 2.471 -2.286 3.869
H: -1.125 2.166 -0.865
H: 1.232 -2.167 0.263
H: -0.169 -0.256 -1.930

natural (NBO) population analysis, charges in e, atoms 1 to 4: -0.24 -0.09 -0.11 0.05



Entry 18:
C2H7N4S2 | ωB97M-V/def2-TZVPD

Summary:
**LUMO (alpha / beta)**: -3.8540 / -6.6330 eV
**2S+1**: 3
**Total energy**: -29806.5511 eV
**ΔE to the lowest compared entry with this formula, charge and spin**: 0.0 kJ/mol
**Kohn-Sham gap (alpha / beta)**: 6.13 / 6.69 eV
**Total charge**: +1

Atoms and positions in Å:
C: -1.670 0.115 -0.211
C: 1.247 -0.449 0.457
N: -0.603 0.983 0.070
N: 0.674 0.504 -0.267
N: 1.315 0.920 -1.372
N: 0.708 -0.948 1.556
S: -2.982 0.195 0.736
S: -1.304 -1.174 -1.316
H: 2.106 -0.714 -0.069
H: -0.623 1.452 0.951
H: 1.707 1.996 -1.382
H: 0.785 0.772 -2.301
H: -2.498 -1.644 -0.996
H: -0.137 -0.537 1.958
H: 1.274 -1.470 2.185

natural (NBO) population analysis, charges in e, atoms 1 to 4: -0.44 0.40 -0.48 -0.06



Entry 19:
C2H7N5 | ωB97M-V/def2-TZVPD

Summary:
**LUMO**: 1.0275 eV
**2S+1**: 1
**Total energy**: -9634.4887 eV
**ΔE to the lowest compared entry with this formula, charge and spin**: 342.5 kJ/mol
**Kohn-Sham gap**: 9.73 eV

Atoms and positions in Å:
C: -1.641 -1.325 0.269
N: 1.641 -0.521 -0.095
C: 0.648 1.041 0.108
N: 0.579 1.702 -1.082
N: 0.663 -1.358 -0.153
N: -0.409 -0.670 -0.129
N: 0.628 1.575 1.241
H: 2.518 -0.845 -0.498
H: 0.429 2.696 -0.980
H: 0.043 1.249 -1.804
H: 0.791 0.928 2.004
H: -2.487 -0.819 -0.197
H: -1.770 -1.280 1.355
H: -1.632 -2.374 -0.039

natural (NBO) population analysis, charges in e, atoms 1 to 4: -0.44 -0.48 0.64 -0.86